Record 1
Entry from OMol25: C3H9N2P in the gas phase at a distorted geometry (the ωB97M-V functional and the def2-TZVPD basis).

HOMO: -0.318 Eh
strongest force on any atom: 5.29 eV/A
ΔE to the lowest compared entry with this formula, charge and spin: 32.9 kcal/mol
SMILES string: CN1CCNP1
Kohn-Sham gap: 9.694 eV
charge: 0

Last columns: bonded neighbours and bond lengths (Å).
Geometry (Å):
1 H 2.434 -0.664 -0.867  N13 1.094
2 P 0.129 -1.529 -0.854  H3 1.495, N7 1.671, N13 1.679
3 H -0.433 -0.943 -2.109  P2 1.495
4 H -1.441 -1.857 1.592  C11 1.072
5 H -0.819 1.520 -0.966  C12 1.038
6 H 1.789 1.310 0.172  C8 1.080
7 N -0.943 -0.577 0.005  P2 1.671, C11 1.425, C12 1.777
8 C 1.084 0.911 -0.543  H6 1.080, H9 1.049, C12 1.430, N13 1.433
9 H 1.289 1.337 -1.479  C8 1.049
10 H -0.518 1.578 0.766  C12 1.112
11 C -1.153 -0.845 1.389  H4 1.072, N7 1.425, H14 1.139, H15 1.018
12 C -0.295 1.065 -0.195  H5 1.038, N7 1.777, C8 1.430, H10 1.112
13 N 1.406 -0.485 -0.540  H1 1.094, P2 1.679, C8 1.433
14 H -2.136 -0.347 1.674  C11 1.139
15 H -0.391 -0.475 1.953  C11 1.018



Record 2
Entry from OMol25: 3 unconnected molecules or ions with the total composition C3H9N2S at a distorted geometry (the ωB97M-V functional and the def2-TZVPD basis).

HOMO (spin up / spin down): -0.518 / -0.518 Eh
strongest force on any atom: 5.42 eV/A
ΔE to the lowest compared entry with this formula, charge and spin: 135.0 kcal/mol
Kohn-Sham gap (spin up / spin down): 8.359 / 8.358 eV
charge: +1

Last columns: bonded neighbours and bond lengths (Å).
Geometry (Å):
1 H -1.331 -1.900 1.013  C12 1.089
2 N 1.467 2.043 0.030  H3 0.999, H7 1.023, H15 0.998
3 H 2.260 1.459 0.197  N2 0.999
4 H 1.877 -1.940 -0.179  N14 1.013
5 H 2.149 -0.439 -0.840  N14 1.011
6 C -0.112 -0.537 -0.082  S10 1.679, C12 1.425
7 H 1.181 2.199 1.000  N2 1.023
8 H -1.460 -2.005 -0.897  C12 1.111
9 C -2.221 -0.287 0.047  S10 1.938, H11 0.999, C12 1.548, H13 1.013
10 S -0.777 1.003 -0.029  C6 1.679, C9 1.938
11 H -2.682 -0.038 0.898  C9 0.999
12 C -1.200 -1.452 0.030  H1 1.089, C6 1.425, H8 1.111, C9 1.548
13 H -2.779 -0.061 -0.768  C9 1.013
14 N 2.002 -0.954 0.017  H4 1.013, H5 1.011
15 H 1.625 2.911 -0.437  N2 0.998



Record 3
Entry from OMol25: a gas-phase ion, C3H9N2S (charge +1) at a distorted geometry (the ωB97M-V functional and the def2-TZVPD basis).

HOMO: -0.487 Eh
strongest force on any atom: 4.38 eV/A
ΔE to the lowest compared entry with this formula, charge and spin: 10.0 kcal/mol
SMILES string: C[C@H](S)C(N)=[NH2+]
Kohn-Sham gap: 9.501 eV
charge: +1

Last columns: bonded neighbours and bond lengths (Å).
Geometry (Å):
1 C -0.734 0.030 -0.671  N7 1.318, N10 1.309, C15 1.474
2 S -0.433 -1.158 1.687  H12 1.330, C15 1.852
3 H 0.765 -0.687 -1.823  N10 1.007
4 H -2.396 0.665 0.289  N7 1.012
5 H -0.242 1.174 1.045  C15 1.090
6 H 2.123 0.677 1.569  C11 1.077
7 N -2.015 0.331 -0.586  C1 1.318, H4 1.012, H8 1.011
8 H -2.671 0.150 -1.333  N7 1.011
9 H 2.205 0.937 -0.200  C11 1.085
10 N -0.219 -0.487 -1.758  C1 1.309, H3 1.007, H14 1.012
11 C 1.872 0.284 0.599  H6 1.077, H9 1.085, H13 1.079, C15 1.831
12 H 0.293 -0.732 2.717  S2 1.330
13 H 2.205 -0.734 0.464  C11 1.079
14 H -0.796 -0.686 -2.565  N10 1.012
15 C 0.042 0.237 0.565  C1 1.474, S2 1.852, H5 1.090, C11 1.831



> Which of these has the lowest ΔE to the lowest compared entry with this formula, charge and spin?

number 3



> Look up the strongest force on any atom of the third one.

4.38 eV/A